Record 1
41
Properties=species:S:1:pos:R:3:lowdin_charge:R:1 method="wB97M-V/def2-TZVPD" e_above_lowest_ev=13.018 charge=0 spin_multiplicity=1
C 2.740 2.280 -4.658 -0.09
C 2.013 2.922 -3.327 -0.16
C 0.465 3.139 -3.527 -0.25
C -0.334 2.017 -3.649 -0.19
C -0.431 1.473 -2.282 -0.51
O -0.102 1.911 -1.333 0.22
N -0.398 0.018 -2.546 0.14
C -0.878 -1.004 -1.545 -0.32
C -0.722 -0.730 -0.223 0.04
C -0.790 -1.749 0.828 0.01
C -1.124 -3.232 0.220 0.04
C -1.318 -3.354 -1.131 -0.07
C -1.090 -2.149 -1.843 -0.13
H -1.145 -2.654 -3.002 0.18
H -1.537 -4.285 -1.332 0.05
H -1.061 -3.841 1.038 0.04
C -0.565 -1.396 2.289 -0.28
C -0.297 -0.264 2.802 0.03
N -0.490 -0.648 4.205 -0.01
C -0.071 0.189 5.167 -0.09
C -0.285 -0.207 6.428 -0.04
C -0.343 -1.734 6.514 -0.06
C -0.671 -2.571 5.539 -0.02
C -0.489 -1.998 4.217 -0.26
N -1.096 -2.537 3.059 0.19
H -0.914 -3.552 5.764 0.09
H -0.435 -1.874 7.743 0.16
H -0.132 0.239 7.294 0.04
H 0.154 1.322 4.948 0.17
H -0.149 0.680 2.464 0.10
H -0.498 0.162 0.115 0.04
H -0.840 -0.325 -3.469 0.15
H -1.344 2.222 -3.939 0.13
H 0.074 1.459 -4.471 0.12
H 0.420 3.922 -4.551 0.20
H 0.163 3.646 -2.822 0.01
H 2.382 3.956 -3.237 0.10
H 2.412 2.198 -2.619 0.10
H 2.267 1.300 -4.927 0.07
H 3.801 2.126 -4.720 0.05
H 2.659 2.924 -5.482 0.03

---

Record 2
188
Properties=species:S:1:pos:R:3:lowdin_charge:R:1 method="wB97M-V/def2-TZVPD" e_above_lowest_ev=0.000 charge=0 spin_multiplicity=1 smiles=CC1(C)CCCC(C)(C)N1O.CC1(C)CCCC(C)(C)N1O.CC1(C)CCCC(C)(C)N1O.COC[C@H](C)N.COC[C@H](C)N.COC[C@H](C)N.COC[C@H](C)N.CO.CO.CO.CO.CO
C -2.671 4.728 4.491 -0.03
C -3.200 4.011 3.186 -0.43
C -2.481 2.558 3.122 0.00
C -4.688 3.869 3.417 -0.13
C -5.443 5.169 2.963 -0.17
C -4.909 5.700 1.653 -0.15
C -3.403 5.856 1.568 -0.50
C -3.212 5.996 0.045 -0.05
C -2.852 7.153 2.298 0.00
N -2.725 4.643 1.958 -0.16
O -1.369 4.673 1.888 0.00
H -3.270 5.565 4.851 0.06
H -2.794 4.021 5.311 0.08
H -1.661 5.133 4.420 0.08
H -1.394 2.636 3.096 0.05
H -2.703 1.915 3.973 0.07
H -2.736 2.083 2.175 0.05
H -5.233 3.025 2.996 0.09
H -4.846 3.660 4.475 0.11
H -6.444 4.831 2.698 0.11
H -5.423 5.830 3.830 0.10
H -5.480 6.585 1.376 0.13
H -5.195 4.851 1.032 0.12
H -3.512 5.084 -0.470 0.08
H -2.198 6.313 -0.200 0.08
H -3.752 6.861 -0.341 0.08
H -1.767 7.250 2.336 0.08
H -3.325 7.287 3.271 0.07
H -3.183 8.016 1.720 0.07
H -1.208 4.009 1.214 0.11
C 5.564 2.219 -0.170 -0.02
C 5.609 1.961 -1.732 -0.41
C 6.716 0.870 -2.113 -0.01
C 4.255 1.329 -2.086 -0.18
C 3.878 1.293 -3.536 -0.20
C 4.071 2.558 -4.370 -0.13
C 5.408 3.230 -4.067 -0.45
C 6.660 2.603 -4.808 -0.02
C 5.212 4.773 -4.511 -0.03
N 5.654 3.186 -2.609 -0.12
O 6.765 4.011 -2.274 -0.02
H 4.771 2.842 0.242 0.07
H 5.395 1.254 0.307 0.07
H 6.513 2.666 0.126 0.07
H 7.742 1.202 -2.276 0.08
H 6.813 0.265 -1.211 0.05
H 6.524 0.276 -3.006 0.06
H 4.169 0.261 -1.886 0.11
H 3.488 1.845 -1.509 0.12
H 4.453 0.512 -4.033 0.09
H 2.817 1.040 -3.519 0.11
H 3.270 3.278 -4.199 0.11
H 3.914 2.153 -5.370 0.12
H 6.552 1.519 -4.794 0.06
H 7.633 2.950 -4.459 0.08
H 6.536 2.839 -5.865 0.07
H 4.824 4.884 -5.523 0.08
H 6.161 5.279 -4.687 0.07
H 4.618 5.305 -3.768 0.08
H 6.244 4.810 -2.163 0.09
C 0.610 -2.170 -3.030 -0.02
C 0.337 -2.103 -1.458 -0.41
C 0.468 -3.545 -0.924 -0.02
C 1.428 -1.262 -0.876 -0.17
C 1.209 -0.801 0.567 -0.17
C -0.059 0.018 0.568 -0.16
C -1.295 -0.711 0.021 -0.41
C -1.646 -1.803 1.115 -0.01
C -2.330 0.450 -0.211 0.00
N -1.002 -1.362 -1.273 -0.15
O -2.065 -2.021 -1.703 0.00
H 0.064 -2.955 -3.553 0.07
H 0.511 -1.254 -3.612 0.07
H 1.622 -2.569 -3.098 0.06
H 1.487 -3.915 -1.036 0.07
H -0.023 -3.742 0.029 0.05
H -0.133 -4.200 -1.555 0.08
H 2.354 -1.810 -0.700 0.10
H 1.913 -0.531 -1.523 0.11
H 1.220 -1.680 1.212 0.12
H 2.153 -0.325 0.833 0.10
H 0.131 0.801 -0.166 0.12
H -0.076 0.433 1.576 0.11
H -2.627 -2.277 1.084 0.05
H -1.590 -1.385 2.119 0.08
H -1.034 -2.681 1.320 0.05
H -2.953 0.552 0.677 0.05
H -3.100 0.171 -0.929 0.06
H -1.901 1.406 -0.512 0.07
H -2.199 -1.578 -2.544 0.10
C -5.152 -3.758 0.511 -0.12
O -5.326 -4.195 1.793 -0.22
C -6.658 -4.359 2.314 -0.17
C -6.621 -5.004 3.639 -0.47
C -7.834 -5.892 4.067 -0.03
N -6.405 -4.058 4.655 0.04
H -5.545 -2.741 0.513 0.08
H -5.648 -4.310 -0.288 0.09
H -4.074 -3.806 0.356 0.08
H -7.221 -3.426 2.299 0.14
H -7.160 -4.984 1.575 0.12
H -5.743 -5.649 3.633 0.14
H -8.314 -5.251 4.807 0.07
H -7.584 -6.901 4.393 0.07
H -8.515 -6.059 3.233 0.06
H -5.520 -3.600 4.485 0.03
H -6.187 -4.551 5.510 0.09
C 4.684 -1.738 2.384 -0.13
O 5.767 -2.050 1.561 -0.21
C 6.876 -2.593 2.442 -0.13
C 8.080 -2.975 1.649 -0.42
C 8.536 -1.912 0.676 -0.09
N 7.726 -3.975 0.653 0.03
H 4.852 -0.903 3.065 0.10
H 4.364 -2.620 2.939 0.10
H 3.819 -1.422 1.801 0.07
H 7.083 -2.044 3.361 0.13
H 6.550 -3.534 2.884 0.12
H 8.911 -3.299 2.276 0.14
H 7.859 -1.552 -0.099 0.07
H 9.491 -2.299 0.322 0.08
H 8.756 -0.985 1.207 0.07
H 6.814 -3.852 0.236 0.05
H 8.426 -4.099 -0.065 0.07
C -6.039 0.441 0.819 -0.15
O -6.023 -0.449 1.885 -0.17
C -5.267 0.007 3.067 -0.16
C -5.184 -1.043 4.158 -0.42
C -4.301 -0.537 5.370 -0.03
N -4.448 -2.137 3.657 0.02
H -6.873 1.142 0.777 0.08
H -6.106 -0.113 -0.117 0.08
H -5.180 1.096 0.676 0.07
H -4.228 0.264 2.861 0.10
H -5.825 0.801 3.563 0.12
H -6.155 -1.454 4.434 0.13
H -3.246 -0.541 5.097 0.07
H -4.577 -1.022 6.306 0.07
H -4.586 0.502 5.539 0.06
H -4.959 -2.577 2.906 0.04
H -3.673 -1.961 3.035 0.06
C -5.396 0.568 -4.926 -0.14
O -4.405 1.488 -4.717 -0.17
C -3.248 0.934 -4.066 -0.18
C -1.994 1.805 -4.257 -0.44
C -2.117 3.094 -3.474 -0.07
N -1.776 2.215 -5.621 0.03
H -5.594 -0.067 -4.062 0.09
H -5.041 -0.057 -5.746 0.09
H -6.354 0.994 -5.222 0.09
H -3.374 0.697 -3.009 0.10
H -2.932 -0.002 -4.526 0.11
H -1.080 1.317 -3.918 0.13
H -1.429 3.847 -3.859 0.08
H -1.937 2.914 -2.414 0.06
H -3.105 3.526 -3.632 0.08
H -1.748 1.503 -6.337 0.07
H -2.566 2.788 -5.879 0.07
C 3.739 -4.819 0.602 -0.10
O 4.266 -3.624 -0.072 -0.14
H 2.668 -4.616 0.584 0.05
H 3.854 -5.784 0.108 0.07
H 4.108 -5.002 1.611 0.08
H 4.701 -3.120 0.620 0.00
C -1.441 -5.388 1.816 -0.18
O -0.077 -5.264 2.095 -0.12
H -1.943 -4.432 1.963 0.05
H -1.754 -5.723 0.827 0.09
H -1.937 -5.898 2.642 0.08
H 0.544 -5.975 1.918 0.08
C 1.834 2.268 3.290 -0.19
O 1.019 3.099 4.030 -0.10
H 2.113 1.287 3.674 0.07
H 1.138 2.083 2.472 0.06
H 2.796 2.717 3.039 0.08
H 1.610 3.681 4.514 0.08
C 5.382 -3.930 -3.099 -0.13
O 6.011 -3.857 -4.419 -0.14
H 4.341 -3.612 -3.037 0.05
H 5.273 -4.989 -2.864 0.07
H 5.988 -3.424 -2.347 0.07
H 5.734 -4.583 -4.983 0.07
C 3.187 -1.806 -5.719 -0.20
O 4.112 -0.978 -6.295 -0.11
H 3.315 -1.890 -4.640 0.06
H 2.190 -1.527 -6.061 0.08
H 3.310 -2.775 -6.204 0.08
H 4.967 -1.382 -6.130 0.08

---

Record 3
16
Properties=species:S:1:pos:R:3:lowdin_charge:R:1 method="wB97M-V/def2-TZVPD" e_above_lowest_ev=6.553 charge=0 spin_multiplicity=1
C -0.385 1.345 -0.182 -0.12
C 0.151 -0.015 0.430 -0.30
C -1.283 -0.857 0.430 -0.27
C 1.280 -0.903 -0.308 -0.26
H 0.168 2.393 0.087 0.13
H -1.357 1.600 0.207 0.06
H -0.282 1.241 -1.421 0.17
H 0.575 -0.141 1.519 0.15
H -1.933 -0.211 1.003 0.09
H -0.949 -1.993 0.641 0.16
H -1.707 0.459 -0.662 0.10
H 1.483 -1.737 0.228 0.06
H 1.028 -1.005 -1.431 0.15
H 2.570 0.679 0.673 0.29
O -1.930 -0.641 -0.811 -0.18
O 2.570 -0.215 -0.403 -0.22

---

Record 4
91
Properties=species:S:1:pos:R:3:lowdin_charge:R:1 method="wB97M-V/def2-TZVPD" charge=-1 spin_multiplicity=1 e_tot_ev=-75394.649
Cd -0.377 -0.080 -0.206 1.27
C 3.714 -0.378 2.107 -0.02
C 2.280 -0.089 1.740 -0.27
N 1.785 -0.521 0.632 -0.04
N 2.656 -1.282 -0.134 -0.09
C 2.272 -1.544 -1.332 -1.15
S 0.858 -1.067 -2.217 0.49
S 3.353 -2.548 -2.317 0.88
C 4.691 -2.908 -1.160 -0.44
C 5.788 -1.877 -1.045 -0.28
C 7.058 -2.290 -0.648 -0.06
C 8.086 -1.375 -0.473 -0.10
C 7.857 -0.025 -0.696 -0.11
C 6.597 0.395 -1.100 -0.08
C 5.572 -0.523 -1.275 -0.07
C 1.443 0.679 2.678 -0.14
C 1.729 0.562 4.046 -0.08
C 1.015 1.228 5.019 -0.12
C -0.016 2.080 4.615 -0.11
C -0.322 2.227 3.284 -0.03
C 0.360 1.518 2.258 -0.40
O -0.010 1.686 1.029 -0.23
H 4.355 -0.220 1.243 0.06
H 3.827 -1.427 2.391 0.09
H 4.043 0.253 2.927 0.07
H 5.110 -3.860 -1.488 0.07
H 4.225 -3.059 -0.185 0.08
H 7.241 -3.344 -0.471 0.11
H 9.066 -1.718 -0.165 0.09
H 8.655 0.694 -0.561 0.09
H 6.407 1.446 -1.278 0.10
H 4.593 -0.188 -1.592 0.09
H 2.529 -0.102 4.353 0.10
H 1.252 1.095 6.066 0.09
H -0.587 2.628 5.357 0.09
H -1.126 2.878 2.967 0.08
C -1.803 1.265 -5.153 -0.07
C -1.367 1.503 -3.709 -0.39
C 0.072 2.025 -3.653 -0.09
C -2.268 2.462 -2.958 -0.14
C -2.638 3.672 -3.529 -0.05
C -3.388 4.601 -2.823 -0.08
C -3.739 4.338 -1.512 -0.05
C -3.383 3.141 -0.896 -0.14
C -3.684 2.937 0.578 -0.37
C -5.178 2.749 0.843 -0.06
C -3.135 4.104 1.405 -0.08
C -2.687 2.184 -1.648 -0.17
N -2.379 0.925 -1.072 0.01
C -3.360 0.121 -0.848 -0.10
C -3.214 -1.119 -0.162 -0.35
C -4.178 -2.097 0.080 -0.06
C -3.534 -3.097 0.815 -0.06
C -2.201 -2.682 0.981 -0.30
N -2.013 -1.490 0.389 0.01
C -1.087 -3.388 1.721 -0.55
C -1.613 -4.673 2.363 -0.07
C 0.042 -3.749 0.748 -0.04
C -0.544 -2.467 2.820 -0.04
H -1.176 0.494 -5.605 0.08
H -1.703 2.168 -5.761 0.07
H -2.842 0.934 -5.205 0.08
H -1.399 0.540 -3.198 0.09
H 0.139 2.993 -4.158 0.08
H 0.757 1.325 -4.132 0.06
H 0.400 2.161 -2.620 0.07
H -2.332 3.895 -4.544 0.10
H -3.677 5.535 -3.289 0.10
H -4.291 5.080 -0.947 0.10
H -3.159 2.040 0.906 0.12
H -5.743 3.623 0.509 0.07
H -5.364 2.615 1.911 0.08
H -5.573 1.877 0.320 0.07
H -3.680 5.029 1.203 0.07
H -2.082 4.271 1.177 0.08
H -3.229 3.887 2.471 0.07
H -4.367 0.387 -1.180 0.14
H -5.208 -2.071 -0.241 0.09
H -3.972 -4.009 1.187 0.09
H -1.988 -5.366 1.607 0.08
H -2.419 -4.462 3.069 0.08
H -0.805 -5.168 2.906 0.08
H -0.326 -4.397 -0.051 0.08
H 0.848 -4.265 1.278 0.09
H 0.466 -2.859 0.285 0.03
H -1.327 -2.220 3.541 0.09
H -0.163 -1.533 2.408 0.05
H 0.277 -2.956 3.354 0.09
O -1.677 -3.536 -2.375 -0.09
H -2.215 -3.207 -1.644 0.00
H -0.865 -3.012 -2.330 -0.05

---

Record 5
96
Properties=species:S:1:pos:R:3:lowdin_charge:R:1 method="wB97M-V/def2-TZVPD" e_above_lowest_ev=0.000 charge=0 spin_multiplicity=1 smiles="CCOC(C)=O.CCOC(C)=O.CC(C)=O.CC(C)=O.BrCCBr.BrCCBr.BrCCBr.BrCCBr.BrCCBr.BrCCBr"
C 2.492 -4.169 -2.945 -0.07
C 2.392 -3.157 -1.869 -0.26
O 3.621 -2.978 -1.179 0.01
C 3.927 -1.789 -0.601 -0.46
C 5.330 -1.743 0.060 0.00
O 3.181 -0.805 -0.603 0.03
H 2.994 -3.736 -3.810 0.09
H 1.534 -4.561 -3.287 0.04
H 3.030 -5.094 -2.736 0.08
H 1.933 -2.278 -2.323 0.08
H 1.651 -3.394 -1.106 0.11
H 5.570 -0.794 0.539 0.08
H 6.164 -1.926 -0.618 0.08
H 5.433 -2.540 0.797 0.03
C -3.035 1.451 -2.972 -0.07
C -2.140 0.852 -4.049 -0.24
O -0.863 0.657 -3.574 -0.03
C 0.065 0.148 -4.394 -0.54
C 1.362 -0.145 -3.699 -0.01
O -0.112 -0.069 -5.579 0.08
H -3.123 2.532 -2.864 0.00
H -2.863 1.103 -1.954 0.03
H -4.006 1.024 -3.221 0.07
H -2.414 -0.133 -4.425 0.12
H -2.117 1.454 -4.958 0.13
H 1.095 -0.280 -2.651 0.05
H 2.068 0.661 -3.895 0.06
H 1.673 -1.101 -4.119 0.08
C -0.064 2.499 4.595 -0.02
C -0.378 3.851 3.938 -0.41
C 0.314 5.132 4.472 -0.03
O -1.131 3.920 2.937 -0.01
H -0.623 1.745 4.041 0.02
H -0.499 2.470 5.595 0.09
H 1.007 2.318 4.504 0.07
H 0.663 5.754 3.648 0.01
H 1.160 4.984 5.144 0.08
H -0.422 5.808 4.908 0.08
C -0.735 0.513 -0.091 -0.01
C -0.148 -0.305 1.083 -0.49
C 0.290 -1.743 0.728 0.00
O -0.094 0.056 2.187 0.06
H 0.033 0.804 -0.808 0.04
H -1.196 1.393 0.359 0.07
H -1.548 -0.049 -0.551 0.02
H -0.613 -2.352 0.695 0.04
H 0.998 -2.009 1.513 0.05
H 0.836 -1.735 -0.216 0.04
Br 3.594 -3.205 2.787 0.65
C 3.240 -1.295 3.100 -0.66
C 2.277 -1.073 4.222 -0.67
Br 2.877 -1.937 5.909 0.58
H 2.778 -1.003 2.156 0.02
H 4.200 -0.779 3.102 0.07
H 1.249 -1.266 3.914 0.05
H 2.117 -0.008 4.389 0.05
Br 2.379 2.406 -1.604 0.76
C 3.557 2.838 -0.084 -0.66
C 3.006 2.248 1.170 -0.67
Br 4.064 2.983 2.706 0.59
H 3.542 3.906 0.135 -0.01
H 4.553 2.485 -0.350 0.06
H 3.176 1.171 1.143 0.03
H 1.954 2.458 1.363 0.04
Br -1.413 4.593 -2.603 0.69
C 0.109 5.364 -1.618 -0.68
C 0.021 4.768 -0.193 -0.64
Br 1.453 5.680 0.900 0.67
H 0.011 6.449 -1.588 0.05
H 1.099 5.175 -2.035 0.03
H 0.123 3.683 -0.199 0.01
H -0.945 4.951 0.277 0.05
Br -0.868 -3.571 -4.865 0.65
C -1.370 -3.185 -2.966 -0.61
C -1.862 -4.474 -2.315 -0.70
Br -2.399 -4.397 -0.438 0.62
H -2.110 -2.388 -3.038 0.03
H -0.481 -2.815 -2.454 0.04
H -1.127 -5.266 -2.457 0.04
H -2.671 -4.982 -2.840 0.05
Br -6.971 -2.608 -3.988 0.59
C -5.576 -2.637 -2.566 -0.68
C -5.867 -1.631 -1.446 -0.56
Br -4.122 -1.302 -0.452 0.58
H -4.748 -2.233 -3.148 0.02
H -5.417 -3.656 -2.213 0.06
H -6.488 -2.102 -0.683 0.06
H -6.189 -0.678 -1.864 0.05
Br -2.440 -2.179 5.918 0.59
C -2.214 -0.855 4.456 -0.66
C -3.634 -0.411 3.998 -0.65
Br -3.398 1.133 2.810 0.65
H -1.644 -1.438 3.732 0.03
H -1.637 -0.009 4.830 0.03
H -4.175 -0.052 4.874 0.04
H -4.300 -1.094 3.472 0.05

---

Record 6
22
Properties=species:S:1:pos:R:3:lowdin_charge:R:1 method="wB97M-V/def2-TZVPD" e_above_lowest_ev=2.499 charge=+1 spin_multiplicity=1 smiles=C[NH2+]C(C)(C)CP
C -1.028 -0.863 -2.024 0.02
N -1.183 -0.656 -0.500 0.00
C -0.042 -0.237 0.384 -0.46
C 1.039 -1.316 0.451 -0.04
C -0.800 -0.034 1.751 -0.05
C 0.789 1.262 -0.388 -0.34
P 1.721 2.190 0.989 0.81
H -0.435 0.043 -2.320 0.10
H -0.805 -2.006 -2.239 0.15
H -2.013 -0.651 -2.566 0.12
H -2.004 -0.145 -0.383 0.13
H -1.510 -1.617 -0.337 0.16
H 1.501 -1.511 -0.470 0.07
H 0.569 -2.145 1.075 0.12
H 1.766 -0.918 1.113 0.07
H 0.094 0.102 2.443 0.09
H -1.181 -1.088 1.927 0.10
H -1.509 0.898 1.816 0.13
H 0.254 1.845 -1.055 0.02
H 1.668 0.847 -0.801 0.01
H 0.603 3.075 1.025 -0.09
H 2.506 2.927 0.110 -0.11

---

Record 7
19
Properties=species:S:1:pos:R:3:lowdin_charge:R:1 method="wB97M-V/def2-TZVPD" e_above_lowest_ev=0.342 charge=+1 spin_multiplicity=1
N 1.404 -1.588 -1.618 0.19
C 0.327 -0.884 -1.166 -0.44
N -0.236 0.057 -1.959 0.19
N -0.252 -1.239 -0.029 0.19
H 1.820 -1.395 -2.521 0.13
H 1.696 -2.320 -0.982 0.12
H -1.191 0.380 -1.761 0.12
H -0.068 0.041 -2.942 0.12
H -1.056 -0.774 0.395 0.10
H 0.315 -1.671 0.715 0.10
H -1.238 3.955 0.644 0.08
H -1.780 3.676 2.058 0.08
O -1.207 3.316 1.366 -0.03
H 2.120 -2.410 2.262 0.07
H 2.940 -1.222 1.896 0.07
O 2.035 -1.566 1.778 -0.06
H -1.511 1.897 0.510 0.02
H -2.173 0.717 1.121 0.06
O -1.943 1.031 0.232 -0.10

---

Sequential max |F| output: 18.36, 5.61, 6.47, 0.12, 5.45, 5.39, 1.94 eV Å⁻¹